[1]
{"formula": "CH3ClN2O4", "method": "ωB97M-V/def2-TZVPD", "elements": ["C", "N", "N", "O", "O", "O", "O", "Cl", "H", "H", "H"], "xyz": [[-1.379, 0.012, 0.348], [0.777, 0.755, -0.463], [2.082, -1.119, -0.244], [3.003, -0.734, 0.437], [1.634, -2.128, -0.664], [-2.136, 0.522, -0.664], [-0.119, 0.702, 0.602], [1.901, 1.834, -0.177], [-1.254, -1.045, 0.019], [-1.792, -0.160, 1.327], [-2.718, 1.359, -0.520]], "de_lowest_kcal_mol": 61.0, "homo_lumo_gap_ev": [9.09, 8.34], "energy_ev": -24770.274, "fmax_ha_per_bohr": 0.0788}



[2]
{"formula": "C34H77N7O18P2S", "method": "ωB97M-V/def2-TZVPD", "elements": ["C", "C", "C", "C", "O", "C", "P", "O", "O", "O", "O", "S", "O", "O", "O", "C", "C", "C", "C", "P", "O", "O", "C", "C", "O", "C", "C", "H", "H", "H", "H", "H", "H", "H", "H", "H", "H", "H", "H", "H", "H", "H", "H", "H", "H", "H", "H", "H", "H", "H", "H", "H", "H", "H", "H", "C", "O", "N", "C", "C", "H", "H", "H", "H", "H", "H", "H", "C", "O", "N", "C", "C", "H", "H", "H", "H", "H", "H", "H", "C", "O", "N", "C", "C", "H", "H", "H", "H", "H", "H", "H", "C", "O", "N", "C", "C", "H", "H", "H", "H", "H", "H", "H", "C", "O", "N", "C", "C", "H", "H", "H", "H", "H", "H", "H", "C", "O", "N", "C", "C", "H", "H", "H", "H", "H", "H", "H", "C", "O", "N", "C", "C", "H", "H", "H", "H", "H", "H", "H"], "xyz": [[6.535, -3.543, 0.732], [5.272, -3.831, -0.096], [4.106, -4.369, 0.738], [3.638, -3.396, 1.810], [2.572, -2.605, 1.242], [1.812, -1.885, 2.104], [0.565, -0.968, 1.037], [-0.427, -0.241, 1.835], [1.321, -0.043, -0.023], [-0.024, -2.088, 0.089], [0.973, -2.723, 2.973], [0.738, -1.988, 4.384], [-0.639, -1.720, 4.579], [1.487, -2.698, 5.365], [1.493, -0.641, 4.020], [2.570, -1.029, 3.127], [3.407, 0.098, 2.537], [3.273, 1.434, 3.281], [3.331, 2.671, 2.377], [4.873, 2.848, 1.471], [6.047, 2.911, 2.352], [4.647, 4.099, 0.509], [5.233, 5.365, 0.891], [6.720, 5.447, 0.553], [4.928, 1.622, 0.459], [4.019, 1.574, -0.664], [4.676, 1.991, -1.962], [7.429, -3.895, 0.216], [6.497, -4.042, 1.704], [6.671, -2.477, 0.921], [4.940, -2.929, -0.617], [5.505, -4.577, -0.859], [4.395, -5.309, 1.215], [3.257, -4.581, 0.083], [3.269, -3.916, 2.696], [4.455, -2.726, 2.094], [1.576, 0.800, 0.380], [0.206, -1.921, -0.839], [3.212, -1.683, 3.726], [3.117, 0.243, 1.500], [4.445, -0.233, 2.501], [4.052, 1.536, 4.039], [2.327, 1.471, 3.812], [2.459, 2.736, 1.716], [3.282, 3.549, 3.028], [5.047, 5.557, 1.950], [4.668, 6.109, 0.331], [7.014, 4.576, -0.031], [7.322, 5.438, 1.460], [6.941, 6.363, 0.006], [3.700, 0.534, -0.737], [3.132, 2.181, -0.458], [4.036, 1.629, -2.763], [4.788, 3.073, -1.997], [5.650, 1.505, -2.028], [0.529, 2.913, 5.659], [1.396, 3.228, 4.861], [-0.665, 2.402, 5.318], [-1.664, 2.056, 6.307], [-0.955, 2.170, 3.908], [0.662, 3.023, 6.748], [-1.901, 0.991, 6.258], [-2.582, 2.626, 6.145], [-1.285, 2.284, 7.301], [-0.245, 1.467, 3.475], [-0.902, 3.105, 3.346], [-1.954, 1.751, 3.819], [-1.923, 3.032, -2.197], [-0.997, 3.601, -1.645], [-2.395, 1.824, -1.843], [-3.501, 1.188, -2.531], [-1.761, 1.146, -0.721], [-2.461, 3.474, -3.053], [-4.332, 1.006, -1.848], [-3.195, 0.233, -2.961], [-3.851, 1.833, -3.334], [-1.838, 1.751, 0.182], [-0.703, 0.992, -0.932], [-2.249, 0.189, -0.550], [2.128, 0.505, -4.034], [1.956, 0.211, -2.864], [1.158, 0.921, -4.866], [1.419, 1.260, -6.249], [-0.195, 1.032, -4.343], [3.118, 0.451, -4.517], [1.159, 2.301, -6.448], [0.841, 0.622, -6.920], [2.477, 1.120, -6.462], [-0.228, 1.735, -3.510], [-0.546, 0.065, -3.981], [-0.852, 1.380, -5.137], [-3.906, -4.525, 0.718], [-3.278, -4.474, -0.328], [-3.378, -4.255, 1.920], [-4.146, -4.322, 3.144], [-1.982, -3.846, 1.968], [-4.979, -4.780, 0.757], [-4.173, -3.348, 3.636], [-3.709, -5.046, 3.835], [-5.166, -4.629, 2.918], [-1.843, -2.959, 1.355], [-1.338, -4.631, 1.572], [-1.705, -3.627, 2.995], [-6.156, -6.263, -4.627], [-5.498, -6.208, -5.651], [-5.656, -6.117, -3.390], [-6.492, -6.169, -2.210], [-4.231, -5.871, -3.230], [-7.250, -6.411, -4.640], [-6.441, -5.225, -1.662], [-6.172, -6.974, -1.545], [-7.525, -6.348, -2.502], [-3.953, -4.958, -3.757], [-3.646, -6.692, -3.646], [-4.010, -5.749, -2.173], [-5.569, -0.542, -5.599], [-5.757, -0.157, -4.460], [-5.539, -1.834, -5.975], [-5.291, -2.236, -7.343], [-5.760, -2.862, -4.971], [-5.392, 0.154, -6.437], [-6.134, -2.805, -7.740], [-4.398, -2.860, -7.408], [-5.146, -1.351, -7.960], [-6.745, -2.742, -4.517], [-5.014, -2.783, -4.178], [-5.686, -3.836, -5.446], [-0.460, 8.309, 2.679], [0.191, 9.069, 3.369], [-0.592, 6.989, 2.913], [-1.380, 6.128, 2.057], [0.087, 6.417, 4.064], [-1.009, 8.645, 1.783], [-2.193, 5.660, 2.619], [-0.765, 5.341, 1.615], [-1.812, 6.716, 1.249], [-0.253, 6.893, 4.985], [1.164, 6.569, 3.984], [-0.117, 5.350, 4.107]], "homo_lumo_gap_ev": 9.25, "energy_ev": -113210.325, "fmax_ha_per_bohr": 0.0160}



[3]
{"formula": "C23H28ClIrN4O2Si", "method": "ωB97M-V/def2-TZVPD", "elements": ["Ir", "O", "C", "C", "C", "C", "C", "C", "C", "O", "N", "N", "C", "C", "C", "C", "C", "C", "N", "H", "H", "H", "H", "H", "H", "H", "H", "H", "H", "C", "C", "C", "C", "N", "C", "C", "H", "H", "H", "H", "H", "H", "H", "Cl", "C", "H", "H", "C", "Si", "C", "C", "H", "H", "H", "H", "H", "H", "H", "H", "H"], "xyz": [[0.360, -1.355, -0.732], [-4.149, 1.454, 1.145], [-3.274, 2.194, 1.848], [-3.675, 3.462, 2.271], [-2.797, 4.274, 2.964], [-1.505, 3.838, 3.251], [-1.112, 2.578, 2.840], [-1.977, 1.740, 2.141], [-1.534, 0.402, 1.665], [-2.274, -0.265, 0.894], [-0.360, -0.041, 2.138], [0.137, -1.087, 1.443], [0.604, -2.084, 2.108], [1.165, -3.196, 1.385], [1.664, -4.326, 2.032], [2.236, -5.335, 1.292], [2.317, -5.183, -0.088], [1.797, -4.045, -0.663], [1.198, -3.074, 0.045], [-3.648, 0.631, 0.887], [-4.684, 3.784, 2.044], [-3.120, 5.256, 3.286], [-0.820, 4.476, 3.792], [-0.117, 2.210, 3.056], [0.546, -2.091, 3.191], [1.596, -4.381, 3.109], [2.625, -6.220, 1.776], [2.783, -5.928, -0.716], [1.870, -3.895, -1.725], [-3.366, 3.667, -1.543], [-2.393, 2.532, -1.497], [-2.626, 1.331, -2.147], [-1.736, 0.286, -2.020], [-0.609, 0.365, -1.292], [-0.373, 1.535, -0.672], [-1.219, 2.618, -0.756], [-4.159, 3.483, -2.265], [-2.865, 4.601, -1.800], [-3.822, 3.788, -0.558], [-3.521, 1.183, -2.736], [-1.931, -0.658, -2.506], [0.512, 1.578, -0.064], [-0.971, 3.517, -0.206], [-1.246, -3.128, -2.398], [0.270, -2.085, -2.611], [0.051, -1.392, -3.426], [1.013, -2.783, -2.977], [2.852, 1.262, -0.817], [2.527, -0.585, -1.067], [3.761, -1.359, 0.140], [3.146, -0.947, -2.814], [3.940, 1.370, -0.772], [2.465, 1.663, 0.121], [2.492, 1.881, -1.640], [4.756, -0.965, -0.088], [3.827, -2.447, 0.111], [3.519, -1.065, 1.165], [4.064, -0.384, -3.007], [2.414, -0.651, -3.568], [3.376, -2.004, -2.968]], "de_lowest_kcal_mol": 0.5, "homo_lumo_gap_ev": 7.18, "energy_ev": -57602.079, "fmax_ha_per_bohr": 0.0175}



[4]
{"formula": "C26H28Cl2N5NiO", "method": "ωB97M-V/def2-TZVPD", "elements": ["Ni", "O", "H", "N", "C", "C", "C", "C", "C", "H", "H", "H", "H", "H", "N", "C", "C", "C", "C", "C", "H", "H", "H", "H", "H", "N", "C", "C", "C", "C", "C", "H", "H", "H", "H", "H", "N", "C", "C", "C", "C", "C", "H", "H", "H", "H", "H", "N", "C", "C", "C", "C", "C", "H", "H", "H", "H", "H", "C", "Cl", "Cl", "H", "H"], "xyz": [[-9.174, 10.230, -20.431], [-8.877, 9.020, -18.925], [-9.474, 8.530, -18.366], [-9.055, 8.520, -21.685], [-8.390, 8.538, -22.853], [-8.245, 7.408, -23.623], [-8.827, 6.206, -23.253], [-9.607, 6.217, -22.099], [-9.679, 7.389, -21.355], [-7.947, 9.452, -23.228], [-7.650, 7.491, -24.524], [-8.624, 5.269, -23.751], [-9.962, 5.278, -21.698], [-10.243, 7.455, -20.437], [-9.063, 5.095, -17.290], [-9.518, 4.309, -16.310], [-10.619, 4.650, -15.540], [-11.184, 5.908, -15.667], [-10.705, 6.741, -16.684], [-9.633, 6.284, -17.445], [-8.955, 3.395, -16.179], [-10.941, 3.988, -14.747], [-11.926, 6.265, -14.966], [-11.187, 7.704, -16.797], [-9.171, 6.916, -18.199], [-7.136, 10.761, -20.525], [-6.257, 9.802, -20.174], [-4.894, 10.007, -20.092], [-4.352, 11.263, -20.327], [-5.269, 12.268, -20.599], [-6.617, 11.987, -20.707], [-6.642, 8.810, -19.989], [-4.258, 9.159, -19.880], [-3.296, 11.485, -20.297], [-4.900, 13.271, -20.767], [-7.276, 12.813, -20.943], [-11.444, 9.863, -20.488], [-12.217, 10.113, -21.560], [-13.586, 9.964, -21.547], [-14.230, 9.647, -20.364], [-13.453, 9.377, -19.255], [-12.074, 9.500, -19.366], [-11.734, 10.551, -22.425], [-14.139, 10.259, -22.429], [-15.312, 9.653, -20.336], [-13.934, 9.062, -18.341], [-11.453, 9.269, -18.511], [-11.121, 7.943, -12.824], [-10.252, 8.348, -13.742], [-10.260, 9.609, -14.324], [-11.355, 10.428, -14.106], [-12.300, 10.019, -13.169], [-12.098, 8.812, -12.513], [-9.517, 7.625, -14.075], [-9.507, 9.845, -15.068], [-11.512, 11.359, -14.634], [-13.138, 10.671, -12.964], [-12.775, 8.552, -11.710], [-6.702, 7.855, -16.539], [-5.000, 8.190, -16.794], [-7.003, 7.009, -15.000], [-7.213, 8.811, -16.560], [-7.037, 7.233, -17.361]], "de_lowest_kcal_mol": 0.0, "homo_lumo_gap_ev": [8.30, 7.65], "energy_ev": -102996.019, "fmax_ha_per_bohr": 0.0528, "multiplicity": 3, "charge": 1}



[5]
{"formula": "C22H19N7O2S2", "method": "ωB97M-V/def2-TZVPD", "elements": ["C", "C", "C", "N", "N", "C", "N", "C", "O", "C", "S", "C", "N", "N", "C", "C", "O", "C", "C", "C", "C", "C", "N", "C", "C", "N", "C", "C", "C", "C", "C", "C", "S", "H", "H", "H", "H", "H", "H", "H", "H", "H", "H", "H", "H", "H", "H", "H", "H", "H", "H", "H"], "xyz": [[-1.081, 3.842, 7.055], [0.269, 3.207, 7.390], [0.898, 2.610, 6.190], [1.160, 1.368, 6.037], [1.729, 1.049, 4.882], [1.910, 2.057, 4.098], [2.488, 2.046, 2.866], [2.819, 0.994, 2.039], [3.316, 1.224, 0.965], [2.559, -0.393, 2.574], [2.031, -1.459, 1.200], [0.786, -0.408, 0.620], [0.367, 0.674, 1.223], [-0.573, 1.233, 0.445], [-0.705, 0.507, -0.624], [-1.649, 0.750, -1.749], [-2.216, -0.494, -2.113], [-2.522, -0.748, -3.409], [-2.664, 0.220, -4.400], [-2.961, -0.159, -5.695], [-3.127, -1.504, -6.016], [-3.418, -1.885, -7.344], [-3.649, -2.194, -8.424], [-3.007, -2.474, -5.016], [-2.709, -2.096, -3.729], [0.148, -0.569, -0.577], [0.319, -1.600, -1.521], [0.653, -1.287, -2.833], [0.781, -2.301, -3.764], [0.592, -3.620, -3.387], [0.281, -3.928, -2.073], [0.142, -2.921, -1.135], [1.363, 3.583, 4.791], [-0.956, 4.636, 6.321], [-1.759, 3.096, 6.648], [-1.526, 4.264, 7.952], [0.143, 2.413, 8.128], [0.936, 3.968, 7.804], [2.603, 2.951, 2.423], [1.798, -0.391, 3.351], [3.482, -0.826, 2.959], [-2.420, 1.453, -1.412], [-1.105, 1.197, -2.591], [-2.561, 1.270, -4.172], [-3.070, 0.591, -6.465], [-3.142, -3.516, -5.263], [-2.603, -2.827, -2.943], [0.820, -0.259, -3.116], [1.033, -2.059, -4.785], [0.690, -4.408, -4.118], [0.141, -4.956, -1.776], [-0.108, -3.150, -0.110]], "de_lowest_kcal_mol": 1.8, "homo_lumo_gap_ev": 9.08, "energy_ev": -59317.722, "fmax_ha_per_bohr": 0.0301, "smiles": "CCc1nnc(NC(=O)CSc2nnc(COc3ccc(C#N)cc3)n2-c2ccccc2)s1"}



[6]
{"formula": "C22H24N3", "method": "ωB97M-V/def2-TZVPD", "elements": ["C", "C", "N", "C", "C", "C", "N", "H", "H", "H", "H", "H", "H", "H", "H", "C", "C", "N", "C", "C", "C", "C", "C", "C", "C", "C", "C", "C", "C", "C", "C", "C", "C", "H", "H", "H", "H", "H", "H", "H", "H", "H", "H", "H", "H", "H", "H", "H", "H"], "xyz": [[1.109, -3.349, 1.339], [-0.221, -2.726, 1.285], [-0.560, -1.453, 1.232], [-1.940, -1.391, 1.218], [-2.455, -2.671, 1.295], [-3.825, -3.213, 1.352], [-1.351, -3.490, 1.324], [1.878, -2.573, 1.327], [1.199, -3.944, 2.255], [1.247, -4.007, 0.476], [-2.492, -0.463, 1.187], [-4.545, -2.382, 1.366], [-4.055, -3.844, 0.482], [-3.989, -3.816, 2.256], [-1.359, -4.507, 1.390], [3.483, -0.558, -0.575], [2.301, 0.122, -1.119], [2.151, 0.331, -2.449], [3.058, -0.175, -3.464], [0.984, 1.043, -2.712], [0.347, 1.292, -1.472], [-0.902, 1.899, -1.486], [-1.443, 2.311, -2.721], [-0.787, 2.051, -3.937], [0.450, 1.388, -3.942], [1.176, 0.666, -0.430], [0.874, 0.515, 0.921], [0.161, 1.484, 1.695], [0.082, 2.851, 1.309], [-0.756, 3.733, 1.989], [-1.559, 3.273, 3.043], [-1.431, 1.948, 3.488], [-0.518, 1.094, 2.879], [3.458, -0.435, 0.514], [3.511, -1.640, -0.797], [4.416, -0.113, -0.968], [2.653, 0.088, -4.443], [4.058, 0.270, -3.356], [3.149, -1.268, -3.394], [-1.442, 2.037, -0.547], [-2.392, 2.852, -2.736], [-1.236, 2.365, -4.881], [0.999, 1.164, -4.856], [1.287, -0.352, 1.431], [0.687, 3.192, 0.464], [-0.799, 4.777, 1.670], [-2.252, 3.956, 3.537], [-2.052, 1.581, 4.304], [-0.358, 0.085, 3.259]], "de_lowest_kcal_mol": 3.8, "homo_lumo_gap_ev": 6.93, "energy_ev": -27668.136, "fmax_ha_per_bohr": 0.0307, "charge": 1}



[7]
{"formula": "CF2O3", "method": "ωB97M-V/def2-TZVPD", "elements": ["O", "C", "F", "O", "O", "F"], "xyz": [[1.879, -0.363, 0.382], [0.828, 0.054, 0.097], [0.614, 1.026, -0.784], [-0.332, -0.401, 0.634], [-1.480, 0.215, 0.248], [-2.003, -0.460, -0.871]], "de_lowest_kcal_mol": 0.0, "homo_lumo_gap_ev": 12.46, "energy_ev": -12608.477, "fmax_ha_per_bohr": 0.0317, "smiles": "O=C(F)OOF"}



[8]
{"formula": "C2HClO2S", "method": "ωB97M-V/def2-TZVPD", "elements": ["C", "C", "O", "O", "S", "Cl", "H"], "xyz": [[-0.341, 0.805, 0.682], [-1.290, 0.461, -0.200], [0.745, 1.456, 0.472], [-2.118, -0.192, -0.698], [3.061, -1.148, 0.379], [2.883, 0.703, -0.282], [-0.956, 0.758, 1.688]], "de_lowest_kcal_mol": 78.9, "homo_lumo_gap_ev": [7.60, 6.71], "energy_ev": -29538.301, "fmax_ha_per_bohr": 0.0761}